The following is a quantum chemistry calculation of a single C14H17N3O4 molecule, from the OMol25 dataset.

```
38
Properties=species:S:1:pos:R:3:nbo_charge:R:1
O -1.0702 0.8172 4.5939 -0.592
C -0.6607 1.6370 3.8185 0.806
O -0.5438 2.9322 4.1282 -0.686
C -0.2192 1.3683 2.4011 -0.348
C -0.2563 -0.1217 2.0425 -0.341
C -1.1439 -0.4088 0.8426 0.693
O -1.8143 0.4377 0.2898 -0.634
N -1.1161 -1.6993 0.4447 -0.621
C -1.8650 -2.1865 -0.6929 -0.227
C -1.0373 -2.1875 -1.9823 -0.407
C -0.9176 -0.7786 -2.5770 -0.210
N -0.0100 -0.7555 -3.6906 -0.342
C -0.2266 -1.3014 -4.9254 -0.115
C 0.9180 -1.0926 -5.6383 -0.092
N 1.8276 -0.4370 -4.8722 -0.458
C 1.2468 -0.2533 -3.7199 0.163
C 1.2663 -0.3881 1.7686 0.062
C 1.5461 0.2999 0.4469 -0.235
C 1.5596 1.5936 0.7326 -0.187
C 1.3073 1.6716 2.2241 0.049
O 1.8898 0.4728 2.6967 -0.488
H -0.8269 3.0875 5.0437 0.501
H -0.8295 1.9676 1.7212 0.274
H -0.5909 -0.7043 2.9052 0.268
H -0.5024 -2.3460 0.9123 0.395
H -2.7307 -1.5306 -0.8121 0.227
H -2.2096 -3.1985 -0.4694 0.206
H -1.5108 -2.8473 -2.7111 0.211
H -0.0389 -2.5813 -1.7747 0.205
H -0.5557 -0.0792 -1.8208 0.228
H -1.9047 -0.4380 -2.9051 0.209
H -1.1539 -1.7687 -5.1860 0.213
H 1.1443 -1.3685 -6.6484 0.206
H 1.6913 0.2535 -2.8860 0.188
H 1.6048 -1.4126 1.8943 0.206
H 1.6600 -0.2079 -0.4899 0.221
H 1.6689 2.4446 0.0914 0.227
H 1.6727 2.5426 2.7581 0.225
```

Output
SMILES: O=C(O)[C@@H]1[C@@H](C(=O)NCCCn2ccnc2)[C@H]2C=C[C@@H]1O2
orbital gap: 0.3433 hartree
E_tot: -1008.92044 hartree